# C37H54AlF18O5PS

A structure of composition C37H54AlF18O5PS at a distorted geometry (ωB97M-V/def2-TZVPD, OMol25).

Each line ends with the Löwdin charge.
Element x y z (Å)
C (-1.6910, -1.2725, 1.6408)  -0.04
C (-1.8376, -2.5060, 0.7836)  -0.29
C (-0.8669, -3.4639, 0.7190)  -0.08
C (-0.9982, -4.5633, -0.0787)  -0.03
C (-2.1204, -4.7358, -0.8488)  -0.13
C (-2.1802, -5.9542, -1.7463)  -0.33
C (-1.7319, -5.6465, -3.2008)  -0.03
C (-3.5185, -6.7010, -1.7534)  -0.05
C (-3.1028, -3.7712, -0.7875)  -0.25
O (-4.1894, -3.9131, -1.5976)  -0.07
C (-5.4565, -4.0827, -0.9353)  -0.09
C (-6.6096, -3.9604, -1.9020)  -0.36
O (-6.7353, -5.0725, -2.7453)  -0.19
Al (-8.1410, -4.5553, -3.7978)  0.29
O (-7.9859, -2.7487, -3.3272)  -0.16
C (-6.9116, -2.5576, -2.5514)  -0.42
C (-5.7408, -1.8140, -3.2467)  -0.35
F (-4.8878, -1.4009, -2.2722)  0.11
F (-6.2456, -0.6929, -3.8061)  0.14
C (-5.0219, -2.5310, -4.4122)  -0.35
F (-5.9254, -2.6529, -5.3976)  0.15
F (-4.5887, -3.7660, -4.1475)  0.17
C (-3.8330, -1.7327, -5.0437)  -0.32
F (-3.3962, -2.4956, -6.0642)  0.16
F (-4.2511, -0.5986, -5.6190)  0.17
C (-2.6157, -1.4952, -4.0816)  -0.31
F (-1.4867, -1.8710, -4.7585)  0.13
F (-2.6496, -2.2867, -3.0151)  0.17
C (-2.3477, -0.0290, -3.6929)  -0.35
F (-3.5072, 0.5144, -3.2588)  0.16
F (-1.9754, 0.7082, -4.7428)  0.18
C (-1.3490, 0.1894, -2.5193)  -0.32
F (-1.3953, 1.5275, -2.2936)  0.14
F (-1.7739, -0.3693, -1.3836)  0.17
C (0.1591, -0.1536, -2.7442)  -0.32
F (0.8725, 0.8222, -2.1251)  0.12
F (0.5440, -0.1532, -4.0205)  0.18
C (0.6641, -1.4701, -2.0803)  -0.53
F (0.0478, -2.5499, -2.5200)  0.21
F (1.9705, -1.5757, -2.4304)  0.15
F (0.6416, -1.3883, -0.7556)  0.18
S (-7.6701, -1.5007, -1.1780)  0.72
O (-8.8185, -2.1526, -0.6616)  -0.24
O (-7.9350, -0.1872, -1.6571)  -0.25
F (-6.5631, -1.3266, -0.0364)  -0.18
C (-2.9553, -2.6756, 0.0160)  0.01
H (-2.6237, -1.0675, 2.1620)  0.08
H (-1.4736, -0.4039, 1.0160)  0.05
H (-0.8797, -1.4337, 2.3473)  0.07
H (0.0369, -3.3266, 1.3040)  0.11
H (-0.2260, -5.3159, -0.1367)  0.12
H (-1.4415, -6.6583, -1.3596)  0.12
H (-1.3328, -4.6420, -3.3082)  0.06
H (-0.9256, -6.3328, -3.4694)  0.07
H (-2.5309, -5.8462, -3.9100)  0.08
H (-3.4035, -7.7278, -2.1022)  0.08
H (-4.2279, -6.2166, -2.4208)  0.07
H (-3.9808, -6.7216, -0.7675)  0.08
H (-5.5198, -3.4172, -0.0741)  0.12
H (-5.4874, -5.1003, -0.5392)  0.13
H (-7.4776, -4.0915, -1.2286)  0.14
H (-7.8409, -4.5789, -5.3613)  -0.08
H (-9.5661, -5.1644, -3.4180)  -0.09
H (-3.7646, -1.9558, -0.0255)  0.13
C (0.5362, 2.0258, 0.8574)  -0.09
C (1.3886, 3.2445, 0.5266)  -0.24
C (2.7977, 2.8690, 0.0681)  -0.22
C (3.7505, 2.4091, 1.1810)  -0.26
P (4.5171, 3.6666, 2.2054)  1.02
C (5.2241, 4.9014, 1.0848)  -0.27
C (6.1298, 4.4706, -0.0783)  -0.22
C (7.5611, 4.0311, 0.2471)  -0.26
C (8.3376, 4.9826, 1.1518)  -0.10
C (5.9076, 2.9556, 3.0898)  -0.26
C (5.7407, 1.8137, 4.1044)  -0.21
C (5.1606, 2.1693, 5.4751)  -0.25
C (5.7329, 3.4305, 6.1123)  -0.10
C (3.4165, 4.6892, 3.1964)  -0.26
C (2.5854, 4.2227, 4.4031)  -0.21
C (1.7730, 2.9250, 4.2591)  -0.25
C (0.2710, 3.1719, 4.1313)  -0.10
H (0.9915, 1.4015, 1.6307)  0.07
H (-0.4485, 2.3309, 1.2106)  0.09
H (0.3933, 1.4112, -0.0259)  0.05
H (1.4200, 3.9193, 1.3865)  0.08
H (0.9007, 3.8011, -0.2761)  0.12
H (3.2361, 3.7198, -0.4607)  0.10
H (2.7229, 2.0658, -0.6668)  0.12
H (4.5915, 1.8956, 0.6992)  0.11
H (3.2810, 1.6399, 1.7981)  0.09
H (5.7147, 5.6638, 1.6954)  0.10
H (4.3601, 5.4104, 0.6458)  0.10
H (6.1968, 5.3246, -0.7559)  0.12
H (5.6447, 3.6733, -0.6473)  0.10
H (8.1007, 3.9375, -0.6972)  0.11
H (7.5697, 3.0251, 0.6728)  0.09
H (8.4899, 5.9473, 0.6652)  0.08
H (9.3184, 4.5665, 1.3806)  0.08
H (7.8345, 5.1587, 2.1043)  0.05
H (6.5096, 3.7639, 3.5098)  0.09
H (6.5244, 2.5247, 2.2970)  0.08
H (6.7364, 1.3945, 4.2674)  0.12
H (5.1441, 1.0127, 3.6604)  0.11
H (5.3337, 1.3266, 6.1466)  0.12
H (4.0758, 2.2500, 5.3927)  0.07
H (6.7898, 3.3053, 6.3541)  0.08
H (5.2023, 3.6566, 7.0371)  0.08
H (5.6338, 4.3070, 5.4675)  0.06
H (2.7467, 5.1884, 2.4899)  0.10
H (4.0620, 5.4973, 3.5631)  0.11
H (1.9124, 5.0422, 4.6630)  0.12
H (3.2471, 4.1407, 5.2657)  0.08
H (1.9236, 2.3113, 5.1496)  0.11
H (2.1250, 2.3259, 3.4179)  0.07
H (-0.1255, 3.6006, 5.0523)  0.08
H (-0.2574, 2.2367, 3.9475)  0.08
H (0.0430, 3.8578, 3.3130)  0.07

Output
2S+1	1
Kohn-Sham gap	0.21639	hartree
relative energy (zero: lowest compared OMol25 entry of this formula, charge and spin)	9.0	kJ/mol
energy	-4597.9968	Ha

---

# C30H60O30

A cluster of 10 separate species, C30H60O30 in total at a distorted geometry (ωB97M-V/def2-TZVPD, OMol25).

Each line ends with the Löwdin charge.
Element x y z (Å)
C (10.0750, 26.1810, 18.8850)  0.02
O (9.0080, 26.6240, 19.7520)  0.02
C (7.7380, 26.3810, 19.3770)  -0.60
O (7.4370, 25.5280, 18.5290)  0.06
O (6.8010, 26.9470, 20.0750)  -0.01
C (5.3880, 26.8460, 19.8810)  0.01
H (9.9400, 25.2690, 18.2310)  0.14
H (10.7590, 26.1250, 19.4120)  -0.04
H (10.1660, 27.0790, 18.3230)  0.10
H (5.0070, 26.0160, 20.4160)  0.08
H (5.0920, 26.7590, 18.8550)  0.08
H (5.0930, 27.8320, 20.4470)  0.11
C (3.6390, 28.6570, 22.8460)  0.03
O (2.1850, 28.2590, 22.6250)  -0.02
C (1.6840, 27.2690, 21.8830)  -0.63
O (2.3760, 26.5890, 21.1190)  0.08
O (0.4310, 27.0180, 22.0100)  0.03
C (-0.2900, 26.1490, 21.1610)  -0.05
H (4.3150, 27.7140, 23.1290)  0.14
H (3.5740, 29.4120, 23.6780)  0.11
H (4.0220, 29.0990, 21.9550)  0.04
H (-0.5700, 26.4530, 20.1210)  0.09
H (-1.2220, 25.8420, 21.6150)  0.08
H (0.2340, 25.1040, 21.0250)  0.14
C (0.9740, 27.9060, 17.5950)  -0.03
O (2.2390, 27.4040, 17.1620)  -0.02
C (2.2590, 26.0380, 17.0160)  -0.56
O (1.3180, 25.2960, 17.4260)  0.07
O (3.3990, 25.6010, 16.7000)  0.05
C (3.5130, 24.2110, 16.4590)  -0.01
H (0.9140, 29.1170, 17.7490)  0.15
H (0.6200, 27.5510, 18.4400)  0.01
H (0.3640, 27.7780, 16.7380)  0.09
H (2.9610, 23.9120, 15.6180)  0.09
H (3.1860, 23.7120, 17.2930)  0.07
H (4.5550, 23.8160, 16.2770)  0.13
C (2.9300, 38.5090, 17.7420)  0.00
O (1.5620, 38.1890, 17.3470)  -0.01
C (0.7050, 37.4980, 18.1450)  -0.50
O (1.0920, 37.1290, 19.2820)  0.06
O (-0.5440, 37.2710, 17.6360)  -0.01
C (-1.5160, 36.5450, 18.4330)  0.00
H (3.2810, 39.1460, 16.9320)  0.11
H (3.4840, 37.7660, 18.0810)  0.04
H (2.8740, 39.1760, 18.5170)  0.07
H (-1.7580, 36.9720, 19.4550)  0.13
H (-1.1910, 35.6780, 18.5960)  0.00
H (-2.2790, 36.5070, 17.6490)  0.11
C (2.6940, 35.8310, 11.5700)  -0.04
O (1.8840, 35.7510, 12.7480)  -0.01
C (1.7940, 34.5750, 13.3420)  -0.51
O (2.4680, 33.5780, 13.1490)  0.11
O (1.0000, 34.5880, 14.5380)  -0.07
C (0.6890, 33.4690, 15.2930)  -0.06
H (3.7670, 35.6280, 11.5520)  0.09
H (2.5780, 36.8870, 11.2140)  0.11
H (2.2690, 34.9990, 10.9040)  0.12
H (1.6500, 33.1570, 15.7150)  0.09
H (0.3550, 32.7430, 14.6630)  0.06
H (-0.1350, 33.7910, 15.9140)  0.10
C (-4.3800, 27.6510, 20.3520)  -0.05
O (-2.9370, 27.7080, 20.1950)  0.01
C (-2.4340, 28.8700, 20.5620)  -0.64
O (-2.8590, 29.6790, 21.3490)  0.13
O (-1.1930, 29.0080, 20.1240)  0.00
C (-0.1900, 29.9740, 20.6140)  0.06
H (-4.5370, 26.9480, 19.6090)  0.05
H (-5.0040, 28.2240, 19.6180)  0.11
H (-4.9400, 27.6070, 21.3920)  0.15
H (-0.3880, 30.7750, 20.2640)  -0.01
H (0.8230, 29.6330, 20.2960)  0.11
H (-0.0290, 29.9710, 21.6100)  0.07
C (6.3370, 33.7380, 18.7180)  -0.04
O (5.4320, 34.6740, 18.2330)  -0.06
C (5.5460, 35.3020, 17.0450)  -0.57
O (6.5230, 35.2410, 16.3160)  0.10
O (4.4180, 35.8550, 16.6540)  -0.03
C (4.2290, 36.4440, 15.4270)  -0.07
H (7.2980, 34.0640, 18.0550)  0.14
H (5.9680, 32.6990, 18.5050)  0.11
H (6.5140, 34.1750, 19.7400)  0.11
H (4.7460, 35.8660, 14.6200)  0.10
H (4.9790, 37.1730, 15.4280)  0.07
H (3.0900, 36.7180, 15.1340)  0.16
C (8.0580, 29.1830, 22.6970)  -0.01
O (7.1420, 30.1340, 23.1810)  0.03
C (6.6090, 31.0910, 22.4700)  -0.65
O (6.7830, 31.2690, 21.3630)  0.19
O (5.5840, 31.7100, 23.1120)  -0.01
C (4.5940, 32.3270, 22.4180)  -0.08
H (8.0520, 28.9190, 21.7940)  -0.01
H (7.8790, 28.1560, 23.2340)  0.15
H (9.0090, 29.6000, 22.9690)  0.10
H (3.8810, 31.5350, 22.2650)  0.07
H (5.0780, 32.7350, 21.5230)  0.09
H (4.1030, 33.1390, 22.8750)  0.09
C (4.7910, 31.8760, 14.9070)  -0.01
O (5.8670, 31.0940, 15.5030)  0.00
C (5.8630, 29.7530, 15.4200)  -0.65
O (4.9920, 29.1310, 14.8030)  0.09
O (6.8220, 29.1970, 16.0190)  0.04
C (6.7890, 27.7610, 16.1960)  0.03
H (4.7590, 31.7580, 13.7560)  0.13
H (4.9350, 32.9660, 15.1140)  0.10
H (3.9270, 31.5120, 15.1450)  0.01
H (7.7660, 27.5380, 16.8810)  0.15
H (6.8770, 27.2450, 15.2300)  0.11
H (5.9270, 27.5300, 16.5790)  0.01
C (2.1520, 34.2210, 18.6450)  -0.01
O (2.6060, 32.9750, 18.0070)  -0.01
C (2.9570, 31.8950, 18.6900)  -0.56
O (3.0160, 31.8950, 19.9670)  0.03
O (3.1990, 30.8180, 17.9710)  0.02
C (3.7820, 29.6530, 18.6860)  0.02
H (1.3650, 34.0360, 19.5130)  0.14
H (1.7510, 34.9560, 17.9240)  0.08
H (2.8710, 34.7440, 19.1500)  0.04
H (4.8090, 29.9470, 19.1180)  0.14
H (3.8670, 28.9000, 17.9380)  0.08
H (3.2720, 29.3170, 19.3810)  -0.02

Output
2S+1	1
Kohn-Sham gap	0.38810	hartree
relative energy (zero: lowest compared OMol25 entry of this formula, charge and spin)	1461.0	kJ/mol
energy	-3435.7937	Ha
SMILES string	COC(=O)OC.COC(=O)OC.COC(=O)OC.COC(=O)OC.COC(=O)OC.COC(=O)OC.COC(=O)OC.COC(=O)OC.COC(=O)OC.COC(=O)OC